Molecular formula: C33H50BBr4N6O3S
Method: DFT, ωB97M-V/def2-TZVPD

```
98
Properties=species:S:1:pos:R:3
Br 1.75 -3.49 2.74
Br 3.21 -0.63 2.50
Br -0.01 1.20 -3.01
Br 1.46 3.69 -4.37
S -2.84 2.74 -1.67
O -1.69 -2.09 -0.08
O 3.78 3.96 0.86
O 0.62 4.84 2.09
N -4.47 4.33 1.77
N -0.08 -6.35 4.19
N 0.78 2.46 -0.40
N -0.99 3.38 0.84
N 2.31 2.16 1.39
N -1.23 1.22 -0.01
C -0.75 -8.30 5.00
C -5.59 2.06 -1.65
C -3.27 4.25 1.23
C 1.61 -0.97 1.40
C 0.82 2.52 -1.83
C -4.35 2.19 -2.56
C 0.27 -1.22 3.63
C 1.65 1.40 0.24
C 2.85 0.94 -0.62
C 0.98 -7.20 4.08
C 2.58 -4.09 -2.63
C -0.54 2.38 0.15
C -2.52 2.37 2.50
C -2.48 1.19 -0.73
C 0.85 0.30 0.99
C -3.77 2.48 3.07
C -0.66 -1.22 -0.56
C 1.40 3.55 -2.45
C 3.68 -2.29 -4.08
C -0.51 5.90 0.06
C 0.60 -8.42 4.57
C 2.86 -0.96 -4.02
C 0.66 -1.88 2.29
C 2.75 -3.53 -4.08
C 2.07 4.71 -1.76
C -2.27 3.33 1.51
C -1.14 -7.01 4.76
C -4.71 3.44 2.73
C -2.25 -2.79 -1.20
C -0.58 -0.03 0.41
C 2.67 -0.27 -1.57
C 2.93 3.17 1.08
C 3.43 -0.02 -2.91
B -0.23 4.69 1.06
H 2.44 -5.18 -2.64
H -2.79 -3.68 -0.86
H -0.97 -0.94 -1.58
H 1.31 5.48 1.89
H -0.18 -2.28 1.72
H 1.65 -0.61 -1.75
H 3.29 1.75 -1.22
H -1.47 -3.08 -1.93
H 1.80 -1.19 -3.83
H -5.36 1.67 -0.65
H 4.51 -0.15 -2.78
H 0.36 6.57 0.05
H -1.36 -9.07 5.44
H 3.65 0.68 0.09
H -4.52 2.78 -3.47
H 4.35 -2.34 -3.22
H -6.24 1.29 -2.11
H -2.96 -2.11 -1.70
H 0.58 0.77 1.96
H -3.32 1.09 -0.02
H -4.11 1.17 -2.91
H -5.67 3.45 3.25
H 0.70 -0.22 3.77
H 0.61 -1.83 4.48
H 3.46 -3.88 -2.01
H 1.75 4.87 -0.73
H -2.62 0.37 -1.45
H 3.21 -1.12 -1.12
H -3.04 4.99 0.46
H -6.20 2.97 -1.60
H 1.69 -3.61 -2.19
H -0.69 5.56 -0.97
H 1.77 -3.33 -4.54
H -0.08 -5.38 3.91
H 1.93 -1.62 0.58
H 3.23 -4.32 -4.67
H -2.08 -6.50 4.93
H 1.91 5.63 -2.33
H -4.03 1.77 3.86
H 3.26 1.02 -3.24
H -1.14 -0.37 1.30
H 1.92 -6.86 3.67
H -0.82 -1.12 3.75
H 0.27 -1.80 -0.67
H -1.38 6.47 0.41
H 1.22 -9.30 4.62
H 2.92 -0.40 -4.96
H -1.79 1.63 2.80
H 4.27 -2.27 -5.01
H 3.16 4.54 -1.73
```

Computed properties:
Multiplicity: 1
Frontier orbital gap in hartree: 0.2106
Charge: +1
HOMO in eV: -9.5
Energy relative to the best compared isomer or geometry (same formula, charge and spin) in kcal/mol: 0.00

---

Molecular formula: C33H50CdCl2N3O4Si
Method: DFT, ωB97M-V/def2-TZVPD

```
94
Properties=species:S:1:pos:R:3
Cd -0.63 1.06 0.34
Cl -2.55 0.27 -0.73
Cl -3.97 -1.99 -1.89
Si -5.21 -0.61 -0.85
O -0.33 2.55 -1.66
O 0.29 -0.76 -1.75
O 1.61 1.64 0.42
O -1.68 2.54 1.75
N 0.33 1.68 -3.68
N 3.78 1.47 1.07
N -3.00 2.71 3.56
C -2.53 2.03 2.53
C 2.58 0.96 0.82
C -6.97 -1.32 -1.17
C 3.25 -0.30 -2.06
C 4.13 2.86 0.80
C 1.15 -1.78 -1.75
C -2.57 4.09 3.80
C 1.25 1.41 4.75
C 0.52 2.38 -2.54
C 0.75 1.13 3.50
C 3.43 -2.35 -0.81
C 0.47 -0.21 3.09
C 1.54 0.37 5.66
C -0.04 -2.91 2.41
C 1.31 -0.96 5.30
C -5.43 1.16 -1.51
C -0.95 1.04 -3.94
C -0.09 -0.55 1.85
C -4.98 -0.91 1.00
C 0.52 -2.62 3.63
C 1.50 -3.13 -5.41
C 0.77 -1.28 4.03
C 1.77 -2.58 -4.05
C 4.64 -0.16 -2.03
C 2.64 -1.43 -1.50
C 4.81 -2.20 -0.74
C 5.43 -1.12 -1.37
C 4.85 0.65 1.63
C 1.40 1.44 -4.63
C 0.88 -2.57 -3.03
C -0.51 -3.13 -3.10
C -3.95 2.11 4.48
C -0.36 -1.85 1.51
H 0.92 -2.51 -0.96
H 2.63 0.46 -2.56
H 1.42 2.45 5.04
H -4.05 1.05 4.22
H 1.54 2.82 -2.45
H 2.51 -0.14 1.01
H 2.23 2.13 -4.43
H -5.16 -1.98 1.23
H 1.82 -2.41 -6.19
H -7.34 -1.07 -2.18
H 6.52 -1.01 -1.32
H -1.25 1.25 -4.97
H -3.61 2.19 5.52
H 1.04 1.59 -5.66
H 2.74 -2.12 -3.92
H -0.84 -3.43 -4.10
H 5.13 0.69 -2.51
H 5.68 0.58 0.91
H 2.07 -4.05 -5.59
H 5.41 -2.94 -0.20
H -7.65 -0.86 -0.45
H 5.21 1.09 2.56
H 0.75 -3.42 4.35
H -3.44 4.75 3.73
H 4.92 2.89 0.05
H 1.95 0.61 6.64
H -6.08 1.15 -2.40
H -1.83 4.35 3.05
H 1.51 -1.78 6.00
H -4.48 1.65 -1.75
H 1.77 0.40 -4.56
H -0.25 -3.95 2.12
H -2.14 4.15 4.81
H -0.81 -2.10 0.54
H 3.26 3.43 0.47
H -7.01 -2.41 -1.04
H 4.47 -0.37 1.82
H -0.86 -0.05 -3.81
H 4.54 3.30 1.72
H -4.95 2.57 4.41
H -3.97 -0.65 1.32
H 0.44 -3.36 -5.57
H 0.53 1.93 2.79
H -1.69 1.42 -3.23
H 2.94 -3.23 -0.36
H -0.62 -4.01 -2.44
H -5.95 1.77 -0.75
H -5.70 -0.34 1.60
H -2.91 1.00 2.43
H -1.21 -2.37 -2.71
```

Computed properties:
Multiplicity: 1
Frontier orbital gap in hartree: 0.2208
Charge: -1
HOMO in eV: -3.6
Energy relative to the best compared isomer or geometry (same formula, charge and spin) in kcal/mol: 0.00

---

Molecular formula: C33H50Cl12F15N3O13
Method: DFT, ωB97M-V/def2-TZVPD

```
126
Properties=species:S:1:pos:R:3
Cl -5.90 0.76 5.41
Cl -3.18 -0.41 -8.46
Cl -6.00 -0.70 2.91
Cl 6.62 7.20 3.89
Cl -2.55 0.38 -5.71
Cl -1.33 -3.09 6.70
Cl -1.36 -2.35 9.43
Cl 7.74 5.85 6.28
Cl -4.72 1.98 3.05
Cl 1.22 -2.60 8.00
Cl -0.97 -1.69 -7.01
Cl 5.51 7.53 6.51
F 0.26 4.51 11.97
F 3.21 1.78 0.74
F -10.83 -2.61 -2.78
F -5.35 -9.03 -8.41
F 2.55 -7.69 5.64
F 2.22 0.83 2.44
F -0.04 5.22 9.84
F -8.76 -3.21 -2.47
F 1.33 -8.73 4.27
F -4.36 -10.67 -7.44
F 3.18 -9.69 4.84
F -0.69 3.19 10.77
F 1.65 2.77 1.77
F -3.28 -9.41 -8.74
F -10.07 -3.08 -0.76
O 1.71 3.18 8.98
O -1.80 10.29 -4.78
O 6.96 -4.97 -5.22
O -10.50 -0.42 -0.94
O 0.61 1.56 -0.55
O -3.63 -9.22 -5.40
O 3.28 -8.66 2.37
O -4.30 -7.30 -6.48
O 0.48 -0.28 0.76
O -8.55 -0.45 -2.22
O 2.24 3.18 11.23
O 3.65 9.93 -2.20
O 3.74 -6.63 3.50
N 3.80 8.98 -4.24
N 6.81 -2.74 -4.61
N -2.72 8.74 -3.30
C 6.97 7.33 5.67
C 3.20 -7.79 3.43
C -3.45 -8.66 -4.13
C 6.37 -3.90 -5.09
C -0.47 -2.15 7.91
C 0.97 1.00 0.44
C 3.53 10.00 -3.41
C 0.24 4.15 10.71
C 3.71 -8.23 1.10
C -3.97 -8.48 -6.57
C -8.28 0.94 -2.08
C 4.44 3.22 12.20
C -8.51 1.59 -3.43
C 5.91 -1.59 -4.39
C -3.17 7.35 -3.00
C 3.46 2.54 11.19
C -6.08 0.95 3.64
C -0.17 -2.46 0.15
C -9.63 -1.03 -1.65
C 2.05 1.61 1.38
C -2.41 9.17 -4.55
C 8.17 -2.47 -4.19
C 3.99 7.70 -3.53
C -3.36 -9.81 -3.11
C -2.66 -0.98 -6.86
C -9.79 -2.53 -1.99
C -2.15 9.37 -2.05
C -0.43 -0.94 -0.05
C -4.24 -9.40 -7.82
C 5.21 -8.13 1.08
C 2.61 -8.50 4.60
C 3.20 9.00 -5.57
C 1.50 3.39 10.16
H 3.51 -8.99 0.34
H 3.19 10.90 -3.95
H 8.54 -1.54 -4.62
H -3.07 -9.45 -2.12
H -0.45 -2.70 1.17
H -2.48 -8.15 -4.09
H -1.83 10.39 -2.26
H -3.91 6.94 -3.68
H 2.89 10.00 -5.87
H 4.51 7.01 -4.20
H -4.36 -10.24 -3.04
H -2.30 6.73 -3.23
H -2.57 -10.52 -3.34
H -7.91 1.02 -4.14
H 3.04 7.19 -3.38
H 5.55 -7.96 0.06
H 4.61 7.82 -2.63
H 7.63 8.17 5.90
H -3.60 7.30 -2.00
H -0.02 -0.79 -1.06
H 5.74 -9.06 1.29
H 3.28 1.49 11.39
H -4.13 -7.87 -3.82
H 4.60 4.25 11.91
H -0.68 -3.14 -0.53
H 5.95 -1.11 -3.42
H 5.48 2.91 12.20
H 5.50 -7.41 1.83
H -2.83 9.43 -1.20
H -2.64 8.35 -5.25
H -7.06 1.30 3.33
H -1.19 8.96 -1.76
H -9.58 1.56 -3.62
H -0.57 -1.10 7.62
H -8.70 1.43 -1.20
H 2.24 8.54 -5.80
H 6.22 -0.79 -5.06
H 5.32 -3.76 -5.40
H -1.47 -0.61 -0.12
H 3.83 8.47 -6.27
H 8.81 -3.33 -4.36
H 0.88 -2.72 0.03
H -7.22 1.11 -1.93
H -3.39 -1.70 -6.48
H 3.86 2.63 10.18
H 4.19 3.08 13.25
H 8.33 -2.10 -3.18
H 3.17 -7.32 0.86
H 4.85 -1.76 -4.57
H -8.38 2.67 -3.55
```

Computed properties:
Multiplicity: 1
Frontier orbital gap in hartree: 0.3383
Charge: 0
HOMO in eV: -9.4

---

Molecular formula: C33H50Cl2CoP2
Method: DFT, ωB97M-V/def2-TZVPD

```
88
Properties=species:S:1:pos:R:3
Co -0.43 -0.12 1.70
Cl -2.47 0.05 1.17
Cl 1.60 -0.52 1.08
P 0.41 0.11 4.45
P -0.10 -0.76 -1.69
C -1.29 3.62 3.83
C 1.49 -0.16 -2.60
C 0.98 -3.34 -2.13
C 0.89 -4.73 -2.76
C -1.65 -4.54 -2.80
C 3.06 1.81 -2.82
C -0.22 -2.45 -2.50
C 1.76 -0.56 -4.06
C 3.16 -0.11 -4.50
C -0.68 0.13 8.42
C -0.63 2.53 3.22
C -1.38 0.29 -4.15
C 0.10 2.77 2.03
C -0.66 0.40 7.05
C -0.81 1.17 3.72
C 0.40 -0.10 6.26
C 2.06 0.68 4.13
C 1.45 -0.79 6.89
C -1.50 0.11 -2.65
C -1.34 4.86 3.20
C -2.69 0.85 -4.72
C 3.43 1.38 -4.24
C -0.44 -5.44 -2.51
C -3.11 2.16 -4.02
C 0.03 -1.54 3.82
C 1.40 -1.09 8.25
C 0.03 4.00 1.38
C 1.64 1.35 -2.42
C 0.31 -0.65 9.02
C -0.70 5.05 1.96
C -3.07 2.08 -2.50
C -1.55 -3.15 -2.16
C -1.77 1.45 -1.97
H -0.72 -1.98 4.49
H 3.13 2.90 -2.72
H -3.18 3.08 -2.06
H 1.02 -0.09 -4.72
H 2.87 1.98 -4.96
H 1.67 -1.64 -4.21
H 2.65 -0.15 3.73
H 4.49 1.58 -4.41
H -1.49 0.54 9.02
H -1.64 -3.23 -1.07
H -1.76 -4.42 -3.88
H 0.70 1.95 1.60
H -2.59 1.02 -5.80
H 0.58 4.14 0.45
H -1.77 1.01 4.20
H -2.57 -5.03 -2.44
H -1.14 -0.65 -4.67
H 0.95 -2.13 3.87
H -1.85 5.70 3.67
H 1.03 -3.43 -1.04
H 2.21 -1.66 8.71
H -0.21 -2.24 -3.59
H 1.05 -4.65 -3.85
H -3.91 1.47 -2.13
H -0.93 2.13 -2.14
H 1.43 1.63 -1.38
H 2.34 -1.11 6.31
H -4.12 2.43 -4.34
H 2.08 1.50 3.41
H 0.26 -0.90 10.08
H 2.24 -0.66 -1.97
H -0.48 -5.75 -1.46
H -2.44 2.96 -4.35
H 3.77 1.37 -2.10
H -2.35 -0.56 -2.45
H 3.29 -0.33 -5.57
H -0.57 1.00 -4.38
H -0.77 6.01 1.44
H -3.48 0.10 -4.58
H -0.50 -6.35 -3.12
H 1.92 -2.86 -2.44
H -2.40 -2.54 -2.49
H 0.91 1.88 -3.06
H 3.90 -0.71 -3.96
H 2.48 1.02 5.08
H -0.39 -1.55 2.77
H 1.71 -5.35 -2.39
H -1.46 0.98 6.58
H -1.78 3.48 4.81
H -1.86 1.30 -0.88
```

Computed properties:
Multiplicity: 5
Frontier orbital gap (alpha / beta) in hartree: 0.1135 / 0.2721
Charge: -1
HOMO (alpha / beta) in eV: -0.7 / -5.0
<S²>: 6.024

---

Repeat the fourth record exactly.
Molecular formula: C33H50Cl2CoP2
Method: DFT, ωB97M-V/def2-TZVPD

```
88
Properties=species:S:1:pos:R:3
Co -0.43 -0.12 1.70
Cl -2.47 0.05 1.17
Cl 1.60 -0.52 1.08
P 0.41 0.11 4.45
P -0.10 -0.76 -1.69
C -1.29 3.62 3.83
C 1.49 -0.16 -2.60
C 0.98 -3.34 -2.13
C 0.89 -4.73 -2.76
C -1.65 -4.54 -2.80
C 3.06 1.81 -2.82
C -0.22 -2.45 -2.50
C 1.76 -0.56 -4.06
C 3.16 -0.11 -4.50
C -0.68 0.13 8.42
C -0.63 2.53 3.22
C -1.38 0.29 -4.15
C 0.10 2.77 2.03
C -0.66 0.40 7.05
C -0.81 1.17 3.72
C 0.40 -0.10 6.26
C 2.06 0.68 4.13
C 1.45 -0.79 6.89
C -1.50 0.11 -2.65
C -1.34 4.86 3.20
C -2.69 0.85 -4.72
C 3.43 1.38 -4.24
C -0.44 -5.44 -2.51
C -3.11 2.16 -4.02
C 0.03 -1.54 3.82
C 1.40 -1.09 8.25
C 0.03 4.00 1.38
C 1.64 1.35 -2.42
C 0.31 -0.65 9.02
C -0.70 5.05 1.96
C -3.07 2.08 -2.50
C -1.55 -3.15 -2.16
C -1.77 1.45 -1.97
H -0.72 -1.98 4.49
H 3.13 2.90 -2.72
H -3.18 3.08 -2.06
H 1.02 -0.09 -4.72
H 2.87 1.98 -4.96
H 1.67 -1.64 -4.21
H 2.65 -0.15 3.73
H 4.49 1.58 -4.41
H -1.49 0.54 9.02
H -1.64 -3.23 -1.07
H -1.76 -4.42 -3.88
H 0.70 1.95 1.60
H -2.59 1.02 -5.80
H 0.58 4.14 0.45
H -1.77 1.01 4.20
H -2.57 -5.03 -2.44
H -1.14 -0.65 -4.67
H 0.95 -2.13 3.87
H -1.85 5.70 3.67
H 1.03 -3.43 -1.04
H 2.21 -1.66 8.71
H -0.21 -2.24 -3.59
H 1.05 -4.65 -3.85
H -3.91 1.47 -2.13
H -0.93 2.13 -2.14
H 1.43 1.63 -1.38
H 2.34 -1.11 6.31
H -4.12 2.43 -4.34
H 2.08 1.50 3.41
H 0.26 -0.90 10.08
H 2.24 -0.66 -1.97
H -0.48 -5.75 -1.46
H -2.44 2.96 -4.35
H 3.77 1.37 -2.10
H -2.35 -0.56 -2.45
H 3.29 -0.33 -5.57
H -0.57 1.00 -4.38
H -0.77 6.01 1.44
H -3.48 0.10 -4.58
H -0.50 -6.35 -3.12
H 1.92 -2.86 -2.44
H -2.40 -2.54 -2.49
H 0.91 1.88 -3.06
H 3.90 -0.71 -3.96
H 2.48 1.02 5.08
H -0.39 -1.55 2.77
H 1.71 -5.35 -2.39
H -1.46 0.98 6.58
H -1.78 3.48 4.81
H -1.86 1.30 -0.88
```

Computed properties:
Multiplicity: 5
Frontier orbital gap (alpha / beta) in hartree: 0.1135 / 0.2721
Charge: -1
HOMO (alpha / beta) in eV: -0.7 / -5.0
<S²>: 6.024